A 4-piece molecular cluster, C2H11NO3 overall at a distorted geometry. Source: the OMol25 dataset; level of theory: wB97M-V/def2-TZVPD.

**ΔE to the lowest compared entry with this formula, charge and spin**: 76.1 kcal/mol
**Net charge**: 0
**HOMO level**: -8.86 eV
**Kohn-Sham gap**: 8.19 eV
**LUMO**: -0.68 eV
**SMILES**: C=NC.O.O.O

Geometry as XYZ:
```
17
Properties=species:S:1:pos:R:3:forces:R:3:nbo_charge:R:1
C -0.039 1.004 0.275 -0.837 -0.292 0.077 0.2433
N 0.807 0.102 -0.095 0.330 1.648 -0.508 -0.7299
C 2.073 0.927 0.124 0.792 -1.197 0.644 -0.4204
H -0.596 1.603 -0.462 -0.584 -0.360 0.210 0.1732
H -0.253 1.201 1.347 0.463 0.593 -0.236 0.1532
H 2.139 1.821 -0.490 -0.277 0.017 -0.195 0.1879
H 2.257 1.210 1.159 -0.245 0.138 0.328 0.1889
H 2.904 0.286 -0.143 0.052 -0.187 -0.195 0.2292
O -0.962 -0.449 -2.194 -0.235 0.142 0.401 -1.0031
H -0.585 -0.852 -2.978 0.139 -0.062 0.133 0.4800
H -0.283 -0.443 -1.478 0.250 -0.107 -0.839 0.4959
O -2.612 -0.160 0.190 0.087 0.575 0.078 -0.9675
H -2.067 -0.707 0.771 -0.070 -0.393 -0.212 0.4923
H -2.343 -0.314 -0.728 0.058 -0.310 0.163 0.4969
O -0.533 -1.719 1.550 0.063 0.069 0.023 -0.9885
H -0.027 -2.315 2.109 -0.085 -0.005 -0.004 0.4793
H 0.118 -1.194 1.044 0.097 -0.269 0.132 0.4893
```
Positions in Å, forces in eV/Å.


An isolated ion of composition C6H14NS and charge +1 at a distorted geometry. Source: the OMol25 dataset; level of theory: wB97M-V/def2-TZVPD.

**ΔE to the lowest compared entry with this formula, charge and spin**: 55.7 kcal/mol
**Net charge**: +1
**HOMO level**: -13.36 eV
**Kohn-Sham gap**: 9.07 eV
**LUMO**: -4.29 eV
**SMILES**: CC(C)C(=S)[C@H](C)[NH3+]

Geometry as XYZ:
```
22
Properties=species:S:1:pos:R:3:forces:R:3:nbo_charge:R:1
C -0.993 0.999 1.375 0.487 -0.385 0.925 -0.6215
C 0.473 0.535 1.198 0.845 3.348 1.462 -0.3670
C 1.120 -0.493 2.136 -1.474 -2.614 -2.280 -0.5885
C 0.823 0.472 -0.230 -1.505 -0.075 -0.708 -0.0374
S 2.268 0.783 -0.841 0.286 -0.085 -0.242 0.1583
C -0.438 0.035 -1.184 1.940 1.272 0.917 -0.1219
C -0.688 -1.432 -0.932 -1.658 -1.003 -5.335 -0.6627
N 0.010 0.406 -2.559 -0.022 -0.434 0.098 -0.7117
H -1.595 0.156 1.563 -1.558 -1.107 -0.800 0.2162
H -1.062 1.430 2.356 0.156 0.735 0.429 0.2403
H -1.353 1.761 0.650 0.273 -0.845 0.466 0.2198
H 0.896 1.497 1.663 0.515 -1.095 -1.402 0.2683
H 0.913 -1.572 1.860 0.273 1.077 -0.163 0.2026
H 0.623 -0.429 3.023 -1.423 0.446 2.713 0.2284
H 2.144 -0.445 2.386 1.257 0.657 -0.446 0.2439
H -1.361 0.628 -1.128 0.463 -0.334 1.022 0.2470
H -0.033 -2.215 -1.321 1.096 0.798 -0.332 0.2505
H -0.770 -1.733 0.017 -0.608 -0.331 3.993 0.2515
H -1.621 -1.795 -1.489 0.696 0.867 0.991 0.2430
H 0.988 0.697 -2.568 1.071 0.895 0.958 0.4341
H -0.534 1.182 -2.965 -0.012 -1.146 -0.478 0.4577
H 0.188 -0.468 -3.008 -1.097 -0.644 -1.787 0.4493
```
Positions in Å, forces in eV/Å.


C50H43BiClNP3S4 as an isolated structure. Source: the OMol25 dataset; level of theory: wB97M-V/def2-TZVPD.

**ΔE to the lowest compared entry with this formula, charge and spin**: 12.5 kcal/mol
**Net charge**: +1
**HOMO level**: -10.16 eV
**Kohn-Sham gap**: 7.01 eV
**LUMO**: -3.15 eV

Geometry as XYZ:
```
103
Properties=species:S:1:pos:R:3:forces:R:3:mulliken_charge:R:1
Bi 1.140 0.272 1.197 0.065 -0.216 0.134 1.6141
S 2.665 0.122 3.311 -0.026 -0.144 -0.170 -0.2706
S 4.135 -1.155 2.608 0.037 0.051 0.027 -0.0305
S 4.616 -0.226 0.863 0.021 0.027 -0.002 0.0143
S 2.960 -0.650 -0.296 -0.094 0.009 -0.062 -0.2197
C -1.596 -1.948 -1.130 0.070 -0.027 0.150 -2.1409
N -2.080 -2.721 -0.008 0.150 0.013 0.083 1.9315
C -1.493 -2.623 1.312 0.026 0.084 -0.437 -2.1445
P 0.357 -2.448 1.456 -0.173 0.132 0.444 1.0378
C 0.533 -2.825 3.224 0.039 0.067 0.010 0.9734
C 1.263 -3.915 3.686 -0.018 -0.017 0.016 -0.3644
C 1.364 -4.154 5.051 -0.022 0.025 -0.044 -0.7601
C 0.736 -3.313 5.956 -0.008 0.001 0.003 -0.5918
C 0.005 -2.223 5.501 0.047 -0.017 -0.017 -0.8323
C -0.087 -1.975 4.143 -0.040 0.019 -0.049 -0.5117
C 1.123 -3.801 0.551 -0.009 -0.007 -0.184 0.6106
C 0.347 -4.732 -0.144 0.103 -0.082 0.020 -0.5273
C 0.963 -5.772 -0.830 -0.029 0.075 0.031 -0.6410
C 2.345 -5.890 -0.824 0.012 0.014 0.024 -0.6796
C 3.118 -4.974 -0.123 -0.014 -0.034 -0.023 -0.7917
C 2.514 -3.930 0.556 0.029 0.051 0.050 -0.2283
C -3.047 -3.717 -0.236 -0.023 0.035 0.006 0.4250
C -3.166 -4.325 -1.488 -0.049 -0.059 0.012 -0.4592
C -4.130 -5.301 -1.703 0.012 0.019 0.012 -0.8222
C -4.976 -5.702 -0.682 0.034 0.044 0.023 -0.5534
C -4.857 -5.102 0.565 0.022 0.004 -0.023 -0.8870
C -3.912 -4.112 0.789 -0.020 -0.040 -0.017 -0.5488
P -1.262 -0.151 -0.764 -0.075 -0.044 0.161 0.3746
C -2.697 0.295 0.256 -0.159 -0.041 -0.052 0.9068
C -3.938 -0.332 0.112 0.006 0.050 0.062 -0.0845
C -4.998 0.010 0.939 0.051 0.033 0.002 -0.8353
C -4.833 0.985 1.917 0.001 -0.026 -0.032 -0.7498
C -3.608 1.616 2.068 0.008 -0.035 -0.042 -1.1599
C -2.545 1.267 1.245 0.033 0.022 0.104 -0.6065
C -1.532 0.579 -2.402 0.199 0.065 -0.037 0.7333
C -0.419 0.653 -3.238 0.007 0.054 -0.054 -0.3640
C -0.530 1.194 -4.511 0.007 -0.017 0.062 -0.5832
C -1.753 1.678 -4.948 -0.045 -0.007 0.018 -0.6470
C -2.865 1.614 -4.116 0.045 0.011 0.007 -0.6606
C -2.758 1.067 -2.846 -0.020 0.030 -0.009 -0.4848
H -2.344 -1.967 -1.921 -0.054 -0.061 0.000 1.0811
H -0.666 -2.352 -1.559 -0.005 -0.017 -0.047 0.3179
H -1.726 -3.528 1.872 -0.015 -0.028 -0.001 0.9487
H -1.883 -1.774 1.887 -0.059 0.019 0.061 0.2931
H 1.747 -4.585 2.989 0.011 -0.006 -0.010 0.4179
H 1.933 -5.004 5.404 0.004 0.004 -0.002 0.4419
H 0.816 -3.504 7.018 0.006 0.004 -0.003 0.4041
H -0.474 -1.555 6.205 -0.024 -0.013 -0.004 0.4338
H -0.647 -1.109 3.804 0.030 0.012 -0.005 0.3465
H -0.730 -4.674 -0.144 -0.028 0.024 -0.018 0.2185
H 0.355 -6.488 -1.365 0.000 -0.010 0.011 0.4915
H 2.821 -6.701 -1.359 -0.004 0.002 -0.005 0.4011
H 4.196 -5.069 -0.106 0.003 -0.002 0.000 0.4706
H 3.122 -3.223 1.106 -0.025 -0.002 -0.035 0.2610
H -2.493 -4.059 -2.293 -0.003 -0.005 -0.005 0.4709
H -4.205 -5.761 -2.681 0.004 -0.001 0.002 0.4188
H -5.719 -6.468 -0.853 -0.004 0.000 0.003 0.4171
H -5.515 -5.395 1.373 -0.006 0.004 -0.002 0.4160
H -3.864 -3.632 1.758 -0.013 0.005 -0.012 0.4544
H -4.083 -1.096 -0.640 -0.016 0.003 -0.025 0.4893
H -5.954 -0.482 0.817 0.000 -0.003 0.005 0.4785
H -5.663 1.253 2.558 -0.001 -0.004 0.001 0.4170
H -3.477 2.383 2.821 0.003 -0.005 0.010 0.5109
H -1.596 1.781 1.368 -0.057 -0.093 0.001 0.4260
H 0.545 0.300 -2.885 -0.003 -0.001 0.013 0.2247
H 0.340 1.250 -5.153 0.000 -0.003 -0.002 0.4640
H -1.842 2.110 -5.936 -0.004 0.003 0.000 0.4212
H -3.818 1.998 -4.455 -0.002 0.003 -0.003 0.4428
H -3.626 1.043 -2.198 0.010 -0.017 0.007 0.3058
Cl -1.453 3.708 -0.476 0.062 -0.104 -0.283 -0.0890
C -0.478 4.489 -1.702 -0.115 0.037 0.094 0.5329
C -1.116 5.391 -2.534 -0.005 0.030 -0.107 -0.7702
C -0.372 6.091 -3.471 -0.004 -0.017 0.032 -0.6466
C 0.996 5.882 -3.563 0.005 -0.072 0.045 -0.8237
C 1.617 4.965 -2.727 -0.056 -0.055 -0.082 -0.7608
C 0.892 4.247 -1.774 -0.037 -0.093 0.189 -0.1041
P 1.663 3.018 -0.642 0.173 0.270 0.050 1.0074
C 3.388 2.950 -1.245 -0.067 0.083 -0.100 0.5175
C 3.646 2.059 -2.285 0.003 -0.052 -0.062 -0.4771
C 4.920 1.942 -2.822 -0.015 0.029 0.051 -0.6053
C 5.955 2.717 -2.316 -0.028 -0.009 -0.009 -0.6033
C 5.706 3.621 -1.294 -0.047 -0.014 0.001 -0.7714
C 4.429 3.740 -0.762 0.004 0.049 -0.018 -0.3126
C 1.804 3.935 0.942 0.003 -0.049 0.021 0.7699
C 1.011 5.031 1.270 0.069 0.128 -0.007 -0.7336
C 1.073 5.591 2.540 0.015 -0.033 -0.019 -0.7739
C 1.924 5.064 3.501 -0.007 -0.027 -0.026 -0.6285
C 2.725 3.975 3.185 -0.020 -0.011 -0.076 -0.9912
C 2.661 3.415 1.916 -0.012 -0.022 0.003 -0.4369
H -2.183 5.541 -2.443 0.007 0.016 0.026 0.5032
H -0.862 6.805 -4.120 0.002 -0.016 -0.002 0.4196
H 1.583 6.435 -4.283 0.007 -0.021 -0.002 0.4361
H 2.680 4.797 -2.825 0.065 0.004 0.054 0.4588
H 2.841 1.448 -2.681 0.036 0.009 0.039 0.2482
H 5.105 1.241 -3.626 0.000 0.002 -0.008 0.4391
H 6.954 2.618 -2.721 -0.005 0.012 -0.014 0.3955
H 6.504 4.246 -0.915 0.005 -0.020 0.021 0.4343
H 4.247 4.460 0.025 -0.014 -0.007 0.022 0.4710
H 0.351 5.470 0.534 0.041 0.006 0.038 0.4395
H 0.453 6.446 2.776 0.003 0.004 -0.004 0.4438
H 1.966 5.502 4.490 0.010 0.007 -0.006 0.3998
H 3.402 3.558 3.919 -0.008 -0.010 0.001 0.4590
H 3.313 2.577 1.682 -0.018 0.014 -0.006 0.8270
```
Positions in Å, forces in eV/Å.


CHBrCl2 as an isolated structure at a distorted geometry. Source: the OMol25 dataset; level of theory: wB97M-V/def2-TZVPD.

**ΔE to the lowest compared entry with this formula, charge and spin**: 27.7 kcal/mol
**Net charge**: 0
**HOMO level**: -10.37 eV
**Kohn-Sham gap**: 10.43 eV
**LUMO**: 0.06 eV

Geometry as XYZ:
```
5
Properties=species:S:1:pos:R:3:forces:R:3:nbo_charge:R:1
C -0.014 0.000 -0.032 3.479 -3.021 3.191 -0.4717
Cl -1.383 -0.097 1.077 0.127 -0.240 -0.008 0.0279
Cl -0.189 -1.152 -1.333 -0.061 0.348 -0.299 0.0479
Br 0.321 1.761 -0.423 0.357 1.396 -0.861 0.1590
H 1.265 -0.511 0.710 -3.902 1.518 -2.023 0.2369
```
Positions in Å, forces in eV/Å.


One molecule with the formula C6H12N2 at a distorted geometry. Source: the OMol25 dataset; level of theory: wB97M-V/def2-TZVPD.

**ΔE to the lowest compared entry with this formula, charge and spin**: 55.6 kcal/mol
**Net charge**: 0
**HOMO level**: -8.03 eV
**Kohn-Sham gap**: 8.90 eV
**LUMO**: 0.87 eV

Geometry as XYZ:
```
20
Properties=species:S:1:pos:R:3:forces:R:3:nbo_charge:R:1
C 0.448 0.416 1.797 -0.197 0.126 -0.218 -0.5926
C 1.460 -0.731 -0.202 -0.240 0.123 -0.085 -0.6385
C 0.029 1.452 -0.374 0.825 1.253 -0.235 0.1305
C -1.093 -0.445 -0.086 0.886 -1.377 0.892 0.2325
C 0.318 0.155 0.300 -1.475 -0.070 -0.542 -0.2232
N 0.795 1.737 -1.408 0.105 0.039 0.226 -0.7688
N -1.232 -0.743 -1.443 0.090 0.080 -0.157 -0.8327
C -1.958 -0.908 0.815 0.091 0.113 0.024 -0.5094
H 1.624 1.211 -1.693 -0.175 -0.058 0.033 0.3590
H 0.682 2.633 -1.865 -0.076 -0.213 -0.015 0.3917
H -0.959 0.006 -2.058 -0.063 0.059 -0.134 0.3739
H -2.142 -1.110 -1.681 0.028 0.100 -0.011 0.3772
H 0.469 -0.520 2.346 0.091 -0.147 0.115 0.2107
H -0.381 1.022 2.157 -0.018 0.026 -0.021 0.2335
H 1.370 0.970 1.977 0.042 -0.070 0.080 0.2096
H 1.448 -1.670 0.350 0.121 -0.013 -0.016 0.2304
H 2.423 -0.238 -0.053 0.041 -0.045 0.096 0.2037
H 1.350 -0.969 -1.260 0.012 -0.062 -0.023 0.2164
H -2.834 -1.457 0.506 -0.252 0.074 -0.133 0.1905
H -1.817 -0.811 1.876 0.164 0.064 0.123 0.2056
```
Positions in Å, forces in eV/Å.


C4H8SSi2 as an isolated structure at a distorted geometry. Source: the OMol25 dataset; level of theory: wB97M-V/def2-TZVPD.

**ΔE to the lowest compared entry with this formula, charge and spin**: 62.1 kcal/mol
**Net charge**: 0
**HOMO level (alpha / beta)**: -8.15 / -8.15 eV
**Kohn-Sham gap (alpha / beta)**: 7.87 / 7.87 eV
**LUMO (alpha / beta)**: -0.28 / -0.28 eV

Geometry as XYZ:
```
15
Properties=species:S:1:pos:R:3:forces:R:3:nbo_charge:R:1
C -1.777 0.039 0.490 -1.341 -0.285 -0.549 -0.3069
C -2.300 -0.967 -0.315 3.856 0.474 -0.929 -0.4574
C -0.524 0.479 0.301 3.483 -2.719 -2.237 -0.3775
C 0.227 -0.795 -0.950 -1.854 3.342 2.645 -0.7665
Si 0.216 1.756 1.492 -1.477 0.279 -1.535 0.9018
Si 2.058 -1.001 -1.453 -0.838 -2.353 1.731 0.9029
S -1.142 -1.663 -1.384 0.123 0.968 1.299 0.6230
H -2.426 0.512 1.218 -0.061 0.031 0.029 0.2372
H -3.181 -1.436 -0.205 -3.083 -1.373 0.119 0.2235
H -0.716 2.909 1.678 -0.160 -0.253 -0.323 -0.1638
H 1.380 2.355 0.973 1.389 0.334 -0.439 -0.1664
H 0.335 1.317 2.817 0.450 -0.906 1.455 -0.1719
H 2.495 -0.806 -2.769 -0.007 0.495 -1.748 -0.1740
H 2.451 -2.557 -1.248 -0.505 1.759 0.026 -0.1521
H 2.905 -0.140 -0.644 0.026 0.207 0.456 -0.1518
```
Positions in Å, forces in eV/Å.


One molecule with the formula C2H3N3O at a distorted geometry. Source: the OMol25 dataset; level of theory: wB97M-V/def2-TZVPD.

**ΔE to the lowest compared entry with this formula, charge and spin**: 133.7 kcal/mol
**Net charge**: 0
**HOMO level**: -9.40 eV
**Kohn-Sham gap**: 10.09 eV
**LUMO**: 0.69 eV
**SMILES**: O/N=C/N1C=N1

Geometry as XYZ:
```
9
Properties=species:S:1:pos:R:3:forces:R:3:nbo_charge:R:1
O -2.216 0.213 -0.007 -2.622 0.742 -0.198 -0.5887
N -0.925 0.658 0.195 0.178 -1.294 -0.719 -0.1136
C -0.248 -0.430 0.195 -1.069 0.629 2.307 0.1188
N 1.074 -0.418 0.642 0.150 -0.415 0.046 -0.3342
C 1.916 -0.058 -0.397 0.141 1.268 0.798 0.1998
N 1.716 0.977 0.257 0.806 -0.130 -0.447 -0.1686
H -2.881 0.949 0.018 1.544 -0.523 0.042 0.4816
H -0.749 -1.391 0.352 0.103 0.114 -0.718 0.1947
H 2.314 -0.500 -1.255 0.770 -0.391 -1.111 0.2101
```
Positions in Å, forces in eV/Å.